1.
81
Properties=species:S:1:pos:R:3:lowdin_charge:R:1 method="wB97M-V/def2-TZVPD" homo_energy_ev=-3.18 total_charge=-1
C 2.93400 -0.59589 4.06515 -0.07
C 4.12472 -1.09961 3.17168 -0.26
O 4.92257 -0.02956 2.68178 -0.15
C 5.93999 -0.54739 1.83985 -0.20
C 6.19604 0.37785 0.60019 -0.17
O 5.29932 -0.05281 -0.41787 -0.18
C 4.71086 1.02951 -1.14130 -0.26
C 3.31232 1.47187 -0.59147 -0.65
I 3.26477 3.62611 -0.99848 0.94
O 3.33237 1.43099 0.82251 -0.13
B 1.90070 1.57827 1.15896 -1.02
P 1.24727 3.10783 2.14515 0.88
C 2.65345 4.23171 2.70273 -0.34
O 0.62027 2.45711 3.61940 -0.40
O 1.11121 1.16675 -0.03461 -0.12
C 2.01533 0.61493 -1.00577 -0.44
C 1.29121 1.03012 -2.32935 -0.15
C -0.21251 0.54123 -2.36334 -0.17
C -1.24808 1.68579 -2.67152 -0.17
C -2.36817 1.81543 -1.56118 -0.18
C -3.81732 1.94176 -2.15921 -0.21
C -4.89933 1.15431 -1.34133 -0.22
C -5.12577 1.70512 0.10410 -0.16
C -6.10625 0.74927 0.88071 -0.22
O -5.30603 -0.31687 1.43020 -0.20
C -5.82747 -1.59002 1.07231 -0.13
C 2.36031 -0.91025 -0.85581 -0.52
Br 3.20638 -1.65319 -2.51303 0.78
C 1.11803 -1.82388 -0.54701 -0.70
C 1.60551 -3.34102 -0.61851 -0.23
Br 0.37543 -1.59748 1.26284 0.79
H 3.07886 -1.02348 5.08654 0.06
H 2.87630 0.50891 4.10718 0.07
H 1.97977 -0.97940 3.65242 0.02
H 4.79287 -1.78577 3.75169 0.11
H 3.66401 -1.69056 2.33936 0.11
H 5.64204 -1.55423 1.45139 0.12
H 6.87800 -0.72750 2.43183 0.12
H 7.23994 0.22734 0.24557 0.12
H 5.99183 1.41397 0.94018 0.13
H 4.65658 0.71204 -2.21050 0.09
H 5.44034 1.87424 -1.13090 0.07
H 1.71316 0.66679 1.93845 0.03
H 2.88665 3.97642 3.77209 0.02
H 3.56070 4.15477 2.07182 -0.01
H 2.24841 5.27046 2.74046 0.01
H 1.19979 2.73618 4.33666 0.00
H 1.25681 2.13520 -2.45446 0.06
H 1.78951 0.63941 -3.24519 0.08
H -0.53371 0.04494 -1.42773 0.08
H -0.28016 -0.21543 -3.18190 0.11
H -0.77156 2.66440 -2.89249 0.11
H -1.79304 1.37520 -3.59919 0.09
H -2.15542 2.77897 -1.03765 0.11
H -2.29962 1.02476 -0.78565 0.11
H -4.10280 3.02122 -2.16562 0.11
H -3.87508 1.59512 -3.21676 0.09
H -4.67077 0.06642 -1.36889 0.09
H -5.86440 1.29730 -1.89297 0.11
H -4.15323 1.79825 0.62478 0.12
H -5.66011 2.68436 0.03845 0.11
H -6.91564 0.36695 0.22209 0.11
H -6.52394 1.29598 1.75756 0.12
H -6.93522 -1.62468 1.16144 0.09
H -5.55391 -1.82664 0.01254 0.06
H -5.36038 -2.35943 1.72082 0.09
H 3.04662 -0.99317 0.02011 0.11
H 0.30692 -1.75593 -1.29475 0.05
H 1.43115 -3.79382 -1.61021 0.05
H 0.99322 -3.88800 0.13695 0.03
H 2.65882 -3.44518 -0.26819 0.06
C -4.02518 -2.53901 -2.61701 -0.27
S -2.97811 -2.87650 -1.18779 0.80
O -1.59932 -3.12121 -1.69870 -0.54
C -3.70054 -4.48443 -0.80673 -0.26
H -3.71975 -1.58560 -3.04686 0.05
H -3.90530 -3.32915 -3.35973 0.06
H -5.06660 -2.47637 -2.29734 0.04
H -3.60145 -5.14872 -1.66649 0.05
H -4.75252 -4.35698 -0.54732 0.04
H -3.16574 -4.90636 0.04285 0.05

***

2.
88
Properties=species:S:1:pos:R:3:lowdin_charge:R:1 method="wB97M-V/def2-TZVPD" homo_energy_ev=-8.76 total_charge=+1
C -1.03467 -1.78975 5.70149 0.03
C -0.43714 -2.65855 4.62206 -0.50
O 0.28529 -3.57481 4.91853 0.13
O -0.73977 -2.47878 3.30171 0.01
C -0.88869 -1.14573 2.86174 -0.19
C 0.47377 -0.43897 2.62844 -0.10
C 0.45005 0.91255 3.32649 -0.26
C -0.40512 1.90996 2.58669 0.05
N -0.05614 3.07035 2.91436 0.14
C 1.07210 3.07028 3.86528 -0.07
C 1.74077 1.75925 3.36272 -0.07
H -0.51296 -2.04168 6.60947 0.09
H -0.91502 -0.72601 5.54927 0.06
H -2.07599 -2.03455 5.86703 0.10
H -1.54606 -0.53768 3.47812 0.11
H -1.37538 -1.21357 1.89638 0.12
H 1.26189 -1.08811 2.98758 0.14
H 0.59364 -0.27929 1.55522 0.10
H 0.22259 0.76614 4.38031 0.14
H -1.16924 1.63637 1.88310 0.17
H -0.48086 3.94509 2.57085 0.15
H 1.69545 3.94964 3.84449 0.13
H 0.63971 2.84849 4.83573 0.13
H 2.52535 1.51512 4.06253 0.13
H 2.08491 2.00256 2.36377 0.13
C -1.92908 5.97963 3.84755 -0.36
O -1.38561 5.89952 2.75351 0.00
N -1.84665 7.04069 4.64513 -0.19
C -2.50857 7.09749 5.93534 -0.05
C -1.05868 8.18544 4.19609 -0.02
H -2.54382 5.16238 4.26707 0.13
H -3.21110 7.93140 5.95271 0.09
H -1.76742 7.24076 6.72284 0.09
H -3.05202 6.17423 6.12424 0.08
H -1.46329 8.56432 3.25883 0.10
H -0.02803 7.87734 4.02253 0.10
H -1.08578 8.96785 4.94864 0.09
O 2.26366 -0.35419 -0.35417 -0.04
H 2.98743 -0.27816 -0.98552 0.06
H 2.33643 -1.25856 -0.02358 0.03
C 2.31759 5.32085 0.60872 -0.81
O 2.00816 5.71862 1.76970 -0.08
O 1.64896 4.10462 0.30999 -0.02
O 3.06164 5.78889 -0.23408 0.02
H 1.21554 4.09896 1.17320 0.01
O 0.44730 -0.98573 -5.09066 -0.14
P -0.44720 -2.14926 -5.10258 0.60
O -1.90190 -1.58437 -5.54991 -0.27
C -2.21496 -1.21026 -6.90900 -0.24
C -2.39312 -2.43500 -7.75138 -0.16
O -0.91939 -2.25279 -3.48142 -0.34
C -0.17018 -1.65822 -2.37692 -0.24
C -0.69097 -0.28915 -2.01245 -0.06
O -0.86226 -3.70118 -5.32070 -0.18
C 0.05699 -4.76518 -4.94177 -0.20
C 0.01414 -4.92650 -3.42360 -0.20
H -1.44679 -0.54496 -7.31546 0.13
H -3.14650 -0.65028 -6.86697 0.13
H -1.45690 -2.98764 -7.89137 0.08
H -2.78674 -2.18769 -8.73328 0.09
H -3.13185 -3.14765 -7.18680 -0.16
H 0.88843 -1.63342 -2.62298 0.10
H -0.28019 -2.33071 -1.52274 0.13
H -0.86799 0.33363 -2.88100 0.05
H 0.01721 0.22339 -1.36359 0.09
H -1.65067 -0.37729 -1.48185 0.08
H 1.06862 -4.56791 -5.30721 0.13
H -0.29804 -5.66826 -5.44249 0.13
H 0.63826 -4.16919 -2.95348 0.06
H 0.38530 -5.87900 -3.06563 -0.05
H -0.99274 -4.81750 -3.05490 -0.03
Be -2.71029 -2.14612 -3.34632 0.91
N 2.88465 -3.44286 -1.17957 -0.02
C 2.60432 -4.34965 -0.18569 -0.13
C 3.78964 -4.88325 0.23590 -0.09
C 4.82880 -4.27531 -0.52672 -0.09
C 4.24322 -3.39117 -1.38861 -0.14
H 2.20327 -2.90282 -1.67500 0.08
H 1.58802 -4.53235 0.12854 0.10
H 3.90372 -5.62580 1.00679 0.10
H 5.88516 -4.46710 -0.44697 0.10
H 4.66840 -2.73354 -2.12801 0.11
Cl -4.79430 -3.59796 -6.86075 0.01
Cl -1.25560 -6.02859 -1.05032 -0.39
Na 1.02620 -7.44330 -3.49252 0.80
O -1.50815 2.56923 -3.08675 -0.05
H -1.82257 1.96112 -3.76134 0.02
H -0.76017 3.01117 -3.50464 0.06

***

3.
89
Properties=species:S:1:pos:R:3:lowdin_charge:R:1 method="wB97M-V/def2-TZVPD" homo_energy_ev=-11.47 total_charge=+1
S 8.97578 -0.97909 3.02434 0.82
C 7.90996 -1.20823 4.52088 -0.60
C 6.87672 -2.37696 4.38749 -0.11
N 5.93740 -2.02445 3.28761 0.02
C 5.33056 -0.66954 3.40337 -0.10
C 6.28948 0.43681 3.97414 -0.17
O 7.24618 -0.01890 4.92739 -0.15
H 8.15006 -0.88505 1.92216 -0.14
H 8.60335 -1.48043 5.34898 0.11
H 7.41460 -3.29869 4.06156 0.15
H 6.37135 -2.64758 5.33879 0.16
H 5.15129 -2.69195 3.31877 0.05
H 6.45600 -2.13308 2.41030 0.14
H 4.41278 -0.72794 4.02015 0.13
H 5.04519 -0.38085 2.37153 0.08
H 5.64193 1.16292 4.51771 0.15
H 6.73592 1.01603 3.13174 0.11
Cl 4.99957 -4.80487 1.02286 0.55
C 3.22251 -4.95608 1.07450 -0.64
C 2.56852 -3.69493 1.58375 -0.74
Cl 2.91262 -3.42279 3.31539 0.60
H 2.97378 -5.81613 1.69403 0.08
H 2.88921 -5.15902 0.05716 0.07
H 1.48571 -3.76643 1.48324 -0.01
H 2.90414 -2.81854 1.02955 0.01
Cl 3.43104 -1.06407 -1.32720 0.56
C 3.50689 0.67530 -0.94536 -0.67
C 4.89546 1.23162 -1.15284 -0.62
Cl 6.02272 0.56950 0.05753 0.57
H 3.17380 0.81098 0.08086 0.02
H 2.79907 1.18033 -1.60243 0.08
H 4.88955 2.31456 -1.03283 0.08
H 5.28216 1.00137 -2.14394 0.08
Cl 0.79667 -3.15767 -0.79364 0.60
C -0.39532 -2.44979 -1.91288 -0.63
C -0.44976 -3.18915 -3.22977 -0.65
Cl 1.03502 -2.96137 -4.18589 0.55
H -0.14225 -1.39950 -2.05460 0.06
H -1.36533 -2.50365 -1.41794 0.08
H -1.27599 -2.81008 -3.83102 0.08
H -0.59650 -4.25771 -3.08211 0.07
Cl 1.00061 2.05945 1.18527 0.57
C -0.19496 0.93155 0.49111 -0.71
C -0.74092 -0.02154 1.52683 -0.63
Cl 0.48225 -1.19601 2.08234 0.57
H 0.27991 0.39796 -0.33359 0.05
H -1.01279 1.54446 0.08059 -0.08
H -1.56055 -0.60099 1.10126 0.07
H -1.11708 0.51212 2.39789 0.08
Cl -2.11249 4.95538 -1.96555 0.55
C -3.31425 3.83706 -2.65887 -0.66
C -3.86551 2.88177 -1.62657 -0.66
Cl -2.63516 1.70824 -1.07716 0.65
H -2.84322 3.30560 -3.48450 0.07
H -4.12205 4.44791 -3.06152 0.08
H -4.68874 2.30543 -2.05516 -0.05
H -4.24103 3.40893 -0.75127 0.07
Cl 11.95496 1.57731 7.32113 0.56
C 10.43173 0.66075 7.39341 -0.67
C 10.64127 -0.75511 7.88303 -0.66
Cl 11.53603 -1.74979 6.70387 0.54
H 9.97975 0.67895 6.40189 0.05
H 9.77274 1.19352 8.07905 0.08
H 9.67613 -1.23865 8.03845 0.07
H 11.18780 -0.77617 8.82411 0.07
Cl -7.08738 1.97232 1.00867 0.54
C -8.30220 2.67599 -0.09022 -0.65
C -8.36067 1.95070 -1.41408 -0.64
Cl -6.88398 2.21091 -2.38103 0.60
H -8.06566 3.73063 -0.22268 0.07
H -9.26622 2.60207 0.41236 0.08
H -9.19625 2.32294 -2.00423 0.01
H -8.49046 0.87829 -1.27958 0.08
Cl -9.33739 2.89968 -4.52445 0.53
C -10.87817 3.48545 -5.19857 -0.64
C -11.97023 3.53682 -4.15523 -0.66
Cl -12.46595 1.90989 -3.62503 0.54
H -11.14907 2.83738 -6.03156 0.06
H -10.69425 4.48561 -5.59060 0.07
H -12.85483 4.01922 -4.57038 0.07
H -11.65654 4.09734 -3.27592 0.07
Cl -9.65171 0.05214 -5.70743 0.53
C -8.37316 -1.03143 -6.31003 -0.65
C -7.88288 -0.62632 -7.68159 -0.67
Cl -9.11540 -0.88835 -8.93979 0.54
H -8.76338 -2.04802 -6.30955 0.07
H -7.55179 -0.98028 -5.59470 0.07
H -7.01687 -1.22868 -7.95636 0.07
H -7.59185 0.42265 -7.70743 0.07